ORCA calculation (the ωB97M-V functional and the def2-TZVPD basis) on 2 unconnected molecules or ions with the total composition C2H7NO2S at a distorted geometry.

The molar mass is 109.15 g mol⁻¹. For the HOMO energy, the calculation gives -0.3239 Eh. The HOMO-LUMO gap comes out at 9.170 eV. For the relative energy (zero: lowest compared OMol25 entry of this formula, charge and spin), the calculation gives 95.64 kcal per mole.

Last column: natural (NBO) charge in e.
CARTESIAN COORDINATES (ANGSTROEM)
C 1.196 -0.154 0.680  -0.05
C -0.635 0.931 -0.027  -0.86
N 1.459 -1.148 -0.175  -0.78
O -3.320 0.015 -0.267  -0.86
O -1.273 -1.483 -0.093  -1.00
S -1.748 -0.234 0.457  1.44
H 1.034 -0.468 1.765  0.21
H 1.986 0.675 0.657  0.20
H -0.468 1.856 0.500  0.24
H -0.467 0.813 -1.107  0.22
H -3.391 0.867 0.131  0.45
H 0.674 -1.842 -0.298  0.43
H 1.668 -0.870 -1.077  0.37

=====

ORCA calculation (the ωB97M-V functional and the def2-TZVPD basis) on 2 unconnected molecules or ions with the total composition C2H7NO2Si at a distorted geometry.

The molar mass is 105.17 g mol⁻¹. For the HOMO energy (alpha / beta), the calculation gives -0.3518 / -0.3634 Eh. The HOMO-LUMO gap (alpha / beta) comes out at 7.604 / 9.036 eV. For the relative energy (zero: lowest compared OMol25 entry of this formula, charge and spin), the calculation gives 213.76 kcal per mole.

Last column: natural (NBO) charge in e.
CARTESIAN COORDINATES (ANGSTROEM)
C 0.515 -1.089 -1.437  -0.42
C 0.566 -0.359 1.048  -0.30
N -0.091 -1.317 1.741  0.40
O -1.279 -1.019 1.993  -0.43
O 0.379 -2.434 1.946  -0.39
Si -0.808 1.144 0.973  0.89
H -0.304 -0.560 -1.809  0.18
H 0.309 -2.078 -1.052  0.19
H 1.468 -0.729 -1.215  0.18
H 1.587 -0.584 0.961  0.20
H -0.151 2.039 0.090  -0.19
H -1.966 0.488 0.438  -0.15
H -1.195 1.572 2.226  -0.16

=====

ORCA calculation (the ωB97M-V functional and the def2-TZVPD basis) on 2 unconnected molecules or ions with the total composition C2H7NO2Si at a distorted geometry.

The molar mass is 105.17 g mol⁻¹. For the HOMO energy (alpha / beta), the calculation gives -0.3739 / -0.3864 Eh. The HOMO-LUMO gap (alpha / beta) comes out at 8.507 / 8.584 eV. For the relative energy (zero: lowest compared OMol25 entry of this formula, charge and spin), the calculation gives 208.70 kcal per mole.

Last column: natural (NBO) charge in e.
CARTESIAN COORDINATES (ANGSTROEM)
C 0.389 1.540 0.296  -0.69
C -0.103 0.167 -0.105  -0.27
N -1.472 -0.086 -0.058  0.42
O -2.336 0.783 -0.120  -0.36
O -1.702 -1.303 -0.150  -0.41
Si 0.842 -1.436 0.161  0.91
H 1.336 1.686 -0.056  0.23
H 0.175 1.679 1.404  0.24
H -0.233 2.405 -0.150  0.25
H -0.314 -0.031 -2.047  0.16
H 2.221 -1.315 -0.128  -0.18
H 0.947 -1.732 1.653  -0.15
H 0.249 -2.358 -0.700  -0.14

=====

ORCA calculation (the ωB97M-V functional and the def2-TZVPD basis) on 2 unconnected molecules or ions with the total composition C2H7NO3.

The molar mass is 93.08 g mol⁻¹. For the HOMO energy, the calculation gives -0.3784 Eh. The HOMO-LUMO gap comes out at 10.941 eV. For the relative energy (zero: lowest compared OMol25 entry of this formula, charge and spin), the calculation gives 11.10 kcal per mole.

Last column: natural (NBO) charge in e.
CARTESIAN COORDINATES (ANGSTROEM)
O -1.103 -1.673 0.775  -0.58
C -0.118 -1.180 0.298  0.79
O 1.082 -1.191 0.934  -0.69
C -0.074 -0.437 -1.006  -0.33
N -0.961 0.711 -0.915  -0.84
H 0.892 -1.524 1.831  0.50
H 0.932 -0.093 -1.226  0.21
H -0.339 -1.162 -1.772  0.20
H -1.935 0.438 -0.896  0.38
H -0.827 1.308 -1.725  0.37
H 0.097 1.820 0.997  0.48
H 1.433 1.106 1.210  0.47
O 0.922 1.877 1.495  -0.96

=====

ORCA calculation (the ωB97M-V functional and the def2-TZVPD basis) on a single C2H7NO3 molecule at a distorted geometry.

The molar mass is 93.08 g mol⁻¹. For the HOMO energy, the calculation gives -0.3775 Eh. The HOMO-LUMO gap comes out at 11.087 eV. For the relative energy (zero: lowest compared OMol25 entry of this formula, charge and spin), the calculation gives 58.71 kcal per mole.

Last column: natural (NBO) charge in e.
CARTESIAN COORDINATES (ANGSTROEM)
C 0.367 -0.020 -0.285  0.60
C -0.268 1.296 0.140  -0.67
N -0.555 -1.216 -0.110  -0.37
O 0.700 0.059 -1.636  -0.71
O 1.509 -0.327 0.433  -0.72
O -1.076 -1.200 1.247  -0.59
H 0.502 -0.830 -1.968  0.48
H 2.045 0.538 0.410  0.47
H -2.040 -1.210 1.099  0.47
H 0.078 -2.018 -0.053  0.35
H 0.387 2.136 -0.119  0.22
H -0.432 1.334 1.221  0.23
H -1.217 1.460 -0.381  0.23

=====

ORCA calculation (the ωB97M-V functional and the def2-TZVPD basis) on 3 unconnected molecules or ions with the total composition C2H7NO3 at a distorted geometry.

The molar mass is 93.08 g mol⁻¹. For the HOMO energy, the calculation gives -0.3422 Eh. The HOMO-LUMO gap comes out at 4.773 eV. For the relative energy (zero: lowest compared OMol25 entry of this formula, charge and spin), the calculation gives 161.10 kcal per mole.

Last column: natural (NBO) charge in e.
CARTESIAN COORDINATES (ANGSTROEM)
O -1.234 -0.649 -1.084  -0.61
C -2.006 -1.011 -0.193  0.60
O -1.925 -0.844 1.044  -0.61
C 0.708 -0.039 1.035  -0.54
N 1.796 0.180 0.232  -0.24
H -2.904 -1.592 -0.511  0.13
H 0.269 -1.084 0.915  0.34
H 0.936 0.145 2.100  0.32
H -0.068 0.655 0.702  0.27
H 0.860 1.131 -0.945  0.47
H 0.712 1.840 -2.311  0.47
H 2.461 -0.582 0.419  0.33
O 0.394 1.849 -1.405  -0.93

=====

ORCA calculation (the ωB97M-V functional and the def2-TZVPD basis) on 2 unconnected molecules or ions with the total composition C2H7NO3.

The molar mass is 93.08 g mol⁻¹. For the HOMO energy, the calculation gives -0.3807 Eh. The HOMO-LUMO gap comes out at 10.698 eV. For the relative energy (zero: lowest compared OMol25 entry of this formula, charge and spin), the calculation gives 11.99 kcal per mole.

Last column: natural (NBO) charge in e.
CARTESIAN COORDINATES (ANGSTROEM)
C 2.561 0.141 -0.292  -0.41
N 1.483 0.421 0.634  -0.64
C 0.185 0.108 0.396  0.87
O -0.003 -0.661 -0.737  -0.74
O -0.746 0.465 1.063  -0.61
H 2.744 -0.931 -0.330  0.19
H 3.470 0.599 0.071  0.22
H 2.320 0.535 -1.275  0.21
H 1.578 1.103 1.373  0.41
H 0.377 -1.539 -0.603  0.49
H -2.523 -0.932 -0.883  0.47
H -2.791 0.509 -0.581  0.47
O -3.253 -0.304 -0.827  -0.94

=====

ORCA calculation (the ωB97M-V functional and the def2-TZVPD basis) on a molecular structure, C2H7NO3 at a distorted geometry.

The molar mass is 93.08 g mol⁻¹. For the HOMO energy, the calculation gives -0.3656 Eh. The HOMO-LUMO gap comes out at 9.265 eV. For the relative energy (zero: lowest compared OMol25 entry of this formula, charge and spin), the calculation gives 167.10 kcal per mole.

Last column: natural (NBO) charge in e.
CARTESIAN COORDINATES (ANGSTROEM)
C -1.287 -1.136 -0.375  -0.65
N -1.318 0.720 0.242  0.60
O -2.010 0.853 1.198  -0.30
O -0.994 1.493 -0.606  -0.34
H -0.782 -1.610 -1.221  0.24
H -1.143 -1.700 0.545  0.23
H -2.338 -1.139 -0.654  0.23
C 1.973 0.634 0.180  -0.25
O 0.860 -0.044 0.697  -0.75
H 0.172 -0.479 -0.111  0.47
H 2.358 1.380 0.881  0.18
H 1.743 1.128 -0.775  0.17
H 2.765 -0.100 0.000  0.16

=====

ORCA calculation (the ωB97M-V functional and the def2-TZVPD basis) on 2 unconnected molecules or ions with the total composition C2H7NO3P at a distorted geometry.

The molar mass is 124.06 g mol⁻¹. As for the total charge: -1. For the HOMO energy, the calculation gives -0.1220 Eh. The HOMO-LUMO gap comes out at 7.465 eV. For the relative energy (zero: lowest compared OMol25 entry of this formula, charge and spin), the calculation gives 50.62 kcal per mole.

Last column: natural (NBO) charge in e.
CARTESIAN COORDINATES (ANGSTROEM)
C 1.755 1.367 -0.663  -0.75
C 2.004 -0.005 -0.196  0.44
N -0.964 -1.251 1.272  -1.18
O -1.259 0.921 -0.065  -1.22
O -3.048 -1.022 -0.063  -1.07
O 2.006 -0.405 0.949  -0.53
P -1.306 -0.581 -0.318  1.33
H 2.005 1.617 -1.627  0.20
H 0.743 1.420 -0.517  0.32
H 2.206 2.074 0.033  0.21
H 2.209 -0.819 -0.952  0.08
H -1.111 -2.218 1.095  0.35
H -1.717 -0.706 1.698  0.37
H -3.523 -0.392 -0.644  0.45

=====

ORCA calculation (the ωB97M-V functional and the def2-TZVPD basis) on a single C2H7NO3S molecule at a distorted geometry.

The molar mass is 125.15 g mol⁻¹. For the HOMO energy, the calculation gives -0.3415 Eh. The HOMO-LUMO gap comes out at 9.800 eV. For the relative energy (zero: lowest compared OMol25 entry of this formula, charge and spin), the calculation gives 51.28 kcal per mole.

Last column: natural (NBO) charge in e.
CARTESIAN COORDINATES (ANGSTROEM)
C -1.057 -1.739 -0.439  -0.43
C 0.765 0.911 1.313  -0.13
N -0.895 -0.376 -1.049  -0.84
O 0.675 1.610 -1.497  -0.94
O 1.566 -0.697 -1.270  -0.94
O 0.292 2.159 1.396  -0.70
S 0.635 0.323 -0.838  2.07
H -1.527 -2.387 -1.364  0.20
H -0.145 -2.224 -0.308  0.23
H -1.679 -1.883 0.384  0.20
H 0.165 0.180 1.821  0.19
H 1.883 0.801 1.572  0.19
H -1.483 0.388 -0.820  0.39
H 0.804 2.933 1.099  0.51